No. 1
Molecular formula: C52H73AsO4Pt
Method: DFT, ωB97M-V/def2-TZVPD

Summary:
LUMO (spin up / spin down) = 0.51 / -1.03 eV
calculated total energy = -4681.246504 hartree
frontier orbital gap (spin up / spin down) = 0.280 / 0.240 hartree

Geometry as ORCA input:
```
! RIJCOSX wB97M-V def2-TZVPD def2/J DEFGRID3
* xyz 0 3
C 3.960 -0.912 -0.607
H 4.218 -0.458 6.207
C 3.057 1.748 0.693
C 1.956 0.084 3.680
C -2.607 -2.816 -1.934
C 3.900 1.540 4.432
C 1.171 1.224 3.551
C 4.551 -1.963 -1.534
H 3.385 -6.428 -0.367
C 2.199 -5.089 -2.357
Pt -2.754 -0.186 0.350
H -0.220 -1.820 -3.216
H 4.562 1.213 -2.449
C -0.750 -0.092 3.027
H -1.584 -1.003 -4.039
H -5.175 -2.203 -2.106
H -0.011 -0.194 -3.898
C 1.578 -5.437 -0.998
O -2.592 -2.079 0.798
C 1.531 5.677 -1.982
H 5.526 -2.312 -1.187
C 0.409 4.290 -0.177
H 1.096 6.487 1.344
H -6.891 -1.810 -3.496
O -2.659 1.700 0.846
H -1.597 -2.642 2.988
C -0.380 3.704 -1.155
H 1.603 2.202 3.725
H 3.951 2.049 3.469
H -6.766 -0.311 -4.420
H 3.883 -1.298 0.412
H -0.420 -4.291 -2.434
H 1.832 4.807 -2.569
H 2.930 -1.537 5.654
As 2.118 -0.443 -1.134
H 1.273 1.833 -0.537
H -3.575 0.986 3.696
O -2.116 -0.230 2.896
H 0.332 -7.035 -0.200
H -1.580 2.205 -2.886
C -1.389 2.785 -0.862
H 3.768 2.140 -0.035
H -7.056 -0.164 -0.115
H 2.315 -6.020 0.970
H 4.683 -1.574 -2.547
C -1.453 -3.117 -1.000
H 2.749 2.577 1.335
C -6.756 -0.008 -2.264
H 0.019 -6.672 -1.898
C -4.452 1.090 -2.064
H 3.326 2.431 -2.138
C 0.206 3.875 1.142
H -3.526 -0.686 4.306
C 1.841 1.104 0.046
H 3.588 1.034 1.320
C -0.414 -3.936 -1.409
H -2.296 0.490 4.836
C 2.703 -5.665 0.014
C 2.846 4.877 -0.038
H -2.304 -3.091 -2.949
C 0.551 -3.878 0.767
C 4.369 -0.706 3.485
H 0.832 4.274 1.934
C -7.284 1.423 -2.351
H -7.044 1.997 -1.454
C -3.212 -1.422 -1.969
C 1.374 -1.132 3.329
H 2.876 4.694 1.037
C -0.764 2.950 1.483
H 1.439 -4.982 -3.131
H -0.517 3.231 3.580
H 2.524 0.052 6.306
C -0.921 2.466 2.915
H 1.962 -2.042 3.369
H 1.837 7.425 0.044
H 2.271 6.462 -2.148
H -0.008 -3.352 3.277
H 3.288 2.140 5.108
H 1.160 0.749 0.819
H -4.910 2.069 -2.091
C 2.522 0.534 -2.813
C 0.589 -4.363 -0.537
C -2.248 2.306 -2.025
H 4.560 -0.263 2.507
H 1.569 0.984 -3.102
C -0.551 -2.618 2.679
C -7.197 -0.764 -3.525
H 2.768 -4.160 -2.316
H 4.908 1.504 4.848
C -1.610 2.451 0.474
C 3.250 -0.495 5.702
H -0.234 3.967 -2.196
C 3.604 1.605 -2.793
H 3.123 3.950 -0.544
C -5.235 -0.056 -2.148
C -0.476 -3.057 1.226
C -1.502 -2.721 0.341
H 0.573 6.035 -2.363
H -7.072 -1.722 -0.942
C -7.370 -0.676 -1.026
H 0.118 7.005 -0.030
H -8.284 -0.736 -3.617
H 3.600 5.632 -0.270
H 4.595 -0.026 -0.567
C 3.359 0.116 4.294
C 1.105 6.644 0.264
C -0.172 1.169 3.184
H -6.881 1.952 -3.217
H 1.478 -7.563 -1.445
H -3.429 -3.490 -1.675
C -4.589 -1.291 -2.083
C 0.803 -6.758 -1.145
C -2.428 -0.235 -1.913
H 3.887 -2.825 -1.599
H 1.322 -4.164 1.473
H 4.038 -1.733 3.331
O -1.076 -0.264 -2.156
H 3.763 2.022 -3.791
H -2.945 3.111 -2.276
C 0.029 -1.251 2.997
C -3.066 1.036 -1.946
C -0.710 -0.862 -3.399
H 5.319 -0.745 4.023
H 2.874 -5.889 -2.670
C 1.461 5.354 -0.489
H 3.282 -4.759 0.195
C -2.920 0.168 4.001
H -1.981 2.359 3.138
H 2.744 -0.225 -3.568
H -8.370 1.402 -2.451
H -8.460 -0.640 -1.082
*
```

***

No. 2
Molecular formula: C52H74N4O12P2S4Ti
Method: DFT, ωB97M-V/def2-TZVPD

Summary:
LUMO = -5.86 eV
calculated total energy = -6272.544682 hartree
frontier orbital gap = 0.235 hartree

Geometry as ORCA input:
```
! RIJCOSX wB97M-V def2-TZVPD def2/J DEFGRID3
* xyz 2 1
O 1.234 1.972 2.543
H 0.621 -4.578 4.384
H -3.258 2.457 -0.315
H 1.914 3.508 3.761
H 3.255 2.238 2.231
O -0.993 -3.226 -3.855
C -0.860 4.006 -0.122
S 3.147 -1.682 0.252
C -2.718 -0.388 3.053
H -3.461 -3.142 -3.586
C -4.735 -0.860 4.123
H -3.021 -1.202 0.350
C 0.996 -2.998 0.503
C -1.404 3.978 -3.635
C -5.121 2.824 -2.483
H -1.194 3.027 -6.141
H 6.222 -4.731 -2.072
H 1.172 0.279 -2.220
C -5.071 0.677 -3.789
H -4.754 -1.630 -1.963
H -3.319 -4.922 -1.115
H 3.251 1.979 -0.101
C -1.004 -4.377 1.008
H -0.225 -4.515 -5.161
C 2.255 1.983 0.348
H -4.636 0.874 -1.675
O -3.073 1.666 -2.787
H -6.151 0.795 -3.796
P -1.775 0.795 -2.586
C 5.097 -3.508 -3.418
H 1.472 2.027 -2.106
C -2.809 5.267 0.684
H -2.201 1.860 -5.279
C -0.428 -1.412 3.280
H -2.058 2.014 0.904
P -1.148 -2.045 -2.818
H 1.334 -3.793 -2.632
H 0.946 6.050 -1.782
H 5.088 -3.873 -0.041
C 0.506 -3.587 3.994
C -5.199 -0.228 3.020
S 0.147 0.692 5.240
C -0.301 2.197 5.928
H -2.858 -5.288 1.627
H 2.645 -1.368 -2.447
C 0.187 -3.787 -4.452
C -4.488 1.440 -2.602
H -1.169 7.002 -0.750
C 2.406 1.669 1.828
C 1.463 -2.737 3.548
H 1.308 -1.966 -4.487
H 1.853 5.512 -0.358
C 1.020 5.269 -1.022
S -3.914 0.296 1.999
H 6.897 -3.668 -4.535
H 5.822 -5.038 -4.728
H -4.848 -3.003 -0.871
C 0.930 -1.491 3.153
O 3.658 -2.199 1.488
H 0.453 -5.292 -2.932
C -0.754 6.482 0.125
O -1.534 0.317 -1.190
C 1.198 3.329 2.950
H -4.682 1.072 -4.724
H 0.330 -2.246 -5.947
H -2.791 -1.352 4.978
H -3.302 5.611 -0.237
H -2.756 -0.827 -4.199
H -1.384 5.973 2.119
C -2.462 -2.087 0.616
H 1.412 4.006 2.119
H -4.157 -5.308 -2.626
H 0.428 2.988 -4.212
N -0.218 5.197 -0.280
H -5.360 -1.261 4.897
C -1.230 2.846 5.181
C -2.388 -4.384 1.270
H -4.164 -3.200 1.314
H 2.827 -4.113 0.561
Ti -0.022 -0.309 0.150
H 1.811 -6.239 1.069
C 1.756 -4.153 0.642
C 0.962 -2.714 -5.196
C -3.110 -3.234 1.090
C 3.781 -2.600 -1.152
O 1.436 1.004 -0.322
C 4.786 -3.543 -1.023
C 5.427 -4.006 -2.159
H -2.396 -5.143 -2.602
H 1.532 -0.661 2.826
C -3.474 -3.283 -2.501
H -4.849 -0.386 -3.732
C 5.851 -3.955 -4.626
H -4.676 3.390 -1.669
H -2.471 3.803 -3.716
C -3.325 -4.762 -2.189
H 3.837 -2.150 -4.490
C -1.829 6.316 1.184
H 5.450 -3.498 -5.526
C 1.025 -4.495 -3.401
C -1.782 -0.618 -3.770
H -6.185 2.727 -2.298
H -3.550 2.906 1.372
C 4.081 -2.563 -3.522
C 3.419 -2.116 -2.394
H -1.134 4.838 -4.241
C -0.941 0.927 3.919
H -2.346 2.450 3.334
O -2.354 -2.549 -1.938
H -2.330 7.265 1.363
H 2.508 -2.974 3.477
H -3.583 5.084 1.431
H -5.610 -3.098 -2.458
H -1.163 4.180 -2.597
H 0.069 7.091 0.509
O -0.351 2.937 -0.483
O 3.530 -0.329 -0.056
C -3.325 -0.932 4.150
H -1.092 -0.405 -4.581
C -0.418 -3.133 0.644
H -0.558 1.416 -5.811
C -1.608 2.112 4.037
H -6.210 -0.008 2.747
C -1.182 2.217 -5.416
H 1.819 -3.157 -5.695
H -0.623 -6.451 1.429
C 1.751 1.049 -1.706
C -0.638 2.748 -4.100
H 2.827 0.870 -1.836
C -0.184 -5.507 1.150
O -0.787 0.186 1.597
H -4.979 3.379 -3.406
H -1.630 3.813 5.430
O 0.020 -1.634 -2.008
N 1.464 -1.727 0.262
H 1.200 4.315 -1.510
C -1.216 -0.173 2.901
O -0.623 1.735 -3.067
H 0.139 2.512 6.852
S -1.061 -2.887 3.932
H 2.624 0.600 1.934
H 0.194 3.519 3.316
C 1.167 -5.381 0.955
N -1.159 -2.023 0.439
N -2.090 4.035 0.448
C -4.755 -2.714 -1.911
H 1.908 -4.926 -3.863
H 1.773 2.955 0.213
C -2.781 2.783 0.612
*
```

***

No. 3
Molecular formula: C52H76Cl2F3N10O3
Method: DFT, ωB97M-V/def2-TZVPD

Summary:
LUMO = -4.50 eV
calculated total energy = -4020.000726 hartree
frontier orbital gap = 0.173 hartree

Geometry as ORCA input:
```
! RIJCOSX wB97M-V def2-TZVPD def2/J DEFGRID3
* xyz 1 1
H 6.904 -1.548 1.138
H 1.651 -4.643 3.166
H -2.169 11.321 6.478
C -3.754 12.148 7.829
N -4.891 10.252 7.903
N -2.866 3.686 1.409
C -1.984 -4.423 -1.294
C 3.632 -1.194 -3.597
C 3.731 8.175 5.227
H 4.968 5.699 3.521
C -3.806 10.021 7.102
H 0.899 7.546 5.058
H -4.878 4.246 1.852
C 4.841 8.784 4.710
C -4.866 11.544 8.350
H -5.227 -6.704 -1.011
C 4.139 -3.796 0.121
H -3.388 7.450 4.465
H -5.597 9.577 8.128
H 0.541 0.407 -4.029
H -2.709 2.697 -6.275
H 2.115 -1.116 -5.103
H 5.569 -4.732 -1.198
C -0.277 -0.175 -1.420
C -4.305 -4.994 -1.808
H 6.434 7.967 3.362
C 1.158 0.323 -1.180
H 3.007 6.204 4.994
C 3.745 -1.949 -2.254
F 2.240 -5.003 -4.942
H -5.298 1.575 1.862
C 1.859 1.006 -2.369
C -2.326 7.274 4.469
H 2.958 8.547 5.877
C -5.484 -4.744 -4.717
H 5.136 9.805 4.883
N -1.780 6.235 3.762
C -1.999 -3.405 -2.264
H -4.704 -6.287 -5.941
H -1.150 2.486 1.003
F 0.119 -4.950 -4.591
O 0.419 -4.704 -1.041
C -0.456 4.771 -5.068
N -0.817 4.019 -3.983
C -1.179 4.329 -6.142
C -3.119 -5.197 -1.070
N 7.836 -1.789 1.416
C -5.524 -5.800 -1.530
H 3.279 -3.155 -0.040
C 4.800 6.660 3.974
C 5.520 7.822 3.913
H -1.147 -1.758 -3.281
F 1.174 -6.796 -4.402
H 0.531 -2.106 -0.888
H 2.930 0.941 -2.186
H 3.056 -3.581 3.168
C -2.203 2.503 1.228
H -6.020 -6.100 -2.444
H -8.424 -4.341 -0.981
H 4.655 -3.399 0.998
H 1.119 1.060 -0.379
H -3.505 -5.556 -4.884
H -2.891 0.436 1.314
O -0.919 -4.967 0.716
C 9.982 -1.615 1.922
C -3.192 -3.278 -3.003
C -0.853 -2.471 -2.516
H 4.411 -5.937 0.213
H -3.257 -2.547 -3.792
H -3.644 9.056 6.652
C 2.170 -0.976 -4.022
N -7.860 -5.162 -1.135
C 2.452 -4.240 2.554
H -3.455 13.168 7.996
N 3.711 6.883 4.774
H 3.752 -4.076 -2.685
H -2.182 2.419 -3.632
N -6.143 -3.666 -0.391
C -4.186 3.440 1.680
N -6.478 -5.832 0.685
H 7.580 -3.883 1.733
C 8.881 -0.911 1.519
C 9.587 -2.974 2.069
H -1.151 -1.900 -0.458
H 4.133 -1.773 -4.366
H -6.928 -3.036 -0.505
C 1.284 -5.486 -4.202
H -0.444 4.123 -3.058
H 0.195 5.492 3.443
H 4.246 -5.472 2.515
H -2.298 5.579 3.212
H 1.790 -0.472 -0.798
C 1.595 0.422 -3.753
C -0.420 6.233 3.924
C -3.108 1.489 1.389
H -1.121 4.721 -7.143
H 2.742 -2.124 -1.876
C -0.414 -1.703 -1.235
C -6.543 -5.071 -0.569
C -5.381 -3.888 -3.703
H 1.532 -1.756 -3.607
H -4.702 -6.693 -4.244
H 2.750 -5.421 -0.093
H 4.279 -1.337 -1.525
H 2.069 1.094 -4.469
H -3.117 -5.957 -0.306
Cl -6.739 -4.568 -5.859
H 5.203 -3.244 -3.161
C -2.011 3.269 -5.688
H 10.208 -3.799 2.373
H -8.335 -5.996 -0.823
H -5.637 11.922 8.999
C 4.454 -3.300 -2.373
C -3.081 11.180 7.034
H 8.751 0.135 1.300
O 1.551 -5.200 -2.912
C -4.367 2.084 1.677
H -0.289 -6.023 -2.490
H -5.831 -3.541 0.562
N -4.276 -4.061 -2.785
C 3.652 -5.208 0.486
H 10.963 -1.205 2.093
H -0.674 0.141 -2.379
H -5.525 -5.879 1.028
H 5.900 -3.037 -0.845
Cl -6.365 -2.513 -3.521
H -2.448 4.596 1.342
H -7.046 -5.375 1.389
C -0.095 7.279 4.743
H 2.758 -6.308 2.082
C 5.112 -3.755 -1.071
C -1.305 7.940 5.090
H 1.629 2.070 -2.379
C -4.540 -5.882 -4.950
H 1.062 -6.602 -1.498
C -1.765 3.104 -4.351
H 0.279 5.551 -4.983
C -0.787 -4.743 -0.429
H -0.004 -3.033 -2.887
H 1.976 -3.654 1.773
C 0.632 -5.729 -1.980
H -1.410 8.807 5.720
H 4.122 -0.225 -3.548
H -0.918 0.276 -0.666
C 3.309 -5.377 1.972
C 8.259 -3.048 1.750
*
```